17
Properties=species:S:1:pos:R:3:forces:R:3 method="wB97M-V/def2-TZVPD" relative_energy_kj_mol=482.9 smiles="O=C[C@@H]1C=N[N+]2(CC2)N1" max_force_ha_per_bohr=0.09408 charge=+1 lumo_ev=-3.85 spin_multiplicity=1 homo_energy_ha=-0.5267
O 2.420789 -0.198608 1.194706 -0.1 0.1 0.2
C 2.406362 -0.485172 0.039750 -0.3 -0.7 -0.2
C 1.212092 -0.102076 -0.892783 0.4 -0.5 -1.9
C 0.814430 1.296265 -0.575398 -2.0 -4.3 1.0
N -0.249682 1.260880 0.085926 0.0 3.6 1.0
N -0.791396 0.010544 0.098047 -0.4 0.8 -1.7
C -1.385104 -0.430293 1.321716 1.0 -1.4 3.0
C -2.249493 0.121534 0.343384 -0.8 -0.5 -0.6
N -0.131234 -0.801245 -0.841646 3.0 -1.1 2.2
H 3.248865 -1.002985 -0.475792 -0.3 0.2 0.3
H 1.617275 -0.213013 -1.906470 -0.3 -0.1 0.1
H 1.337083 2.127849 -0.688616 2.2 3.6 -0.5
H -1.186946 0.132999 2.231074 0.3 0.0 -0.4
H -1.298535 -1.477679 1.425559 0.0 -1.0 0.1
H -2.815553 -0.562716 -0.245582 -0.7 0.1 -0.4
H -2.477499 1.115877 0.650683 -0.8 0.7 -1.0
H -0.471456 -0.792154 -1.764562 -1.4 0.5 -1.1